[1]
Entry from the Open Molecules 2025 dataset: a structure of composition C40H41F2N6RhSe2Si2 at a distorted geometry (the ωB97M-V functional and the def2-TZVPD basis).

- expectation value of S² = 6.03
- 2S+1 = 5
- LUMO energy (alpha / beta) (eV) = -0.14 / -1.64
- HOMO (alpha / beta) (hartree) = -0.1618 / -0.2849
- net charge = 0
- strongest force on any atom (hartree/bohr) = 0.0469
- E (eV) = -205976.36852
- frontier orbital gap (alpha / beta) (Ha) = 0.1566 / 0.2247
- energy above the lowest of the compared OMol25 structures with the same formula, charge and spin (kcal/mol) = 28.4

Element x y z (Å)
1 H -0.809153 5.865988 -1.162694
2 C 0.808544 -3.401365 2.776817
3 H -5.496245 -0.083251 1.012284
4 H 1.226893 -5.921800 -7.589795
5 C -1.151441 2.739958 3.687464
6 H -0.158964 -3.750015 -1.839101
7 C 6.394950 1.154198 0.439509
8 H 1.436799 2.813454 0.610825
9 C -0.985818 2.676244 -2.301124
10 C 2.910213 0.015726 0.698074
11 C 1.384050 -4.061813 -4.800141
12 H 0.231820 -5.810604 -5.333255
13 H -4.335195 -3.744284 -1.171194
14 C 7.811544 -0.458154 -0.663258
15 C -2.240179 4.177495 -3.708232
16 C 0.166153 -4.434599 -2.624977
17 N -1.143183 0.984110 1.542555
18 C 1.532641 -5.139182 -6.910288
19 H 0.776278 -3.284687 0.658934
20 H 1.989885 2.462119 -2.333654
21 C -4.630178 -0.544485 -2.276578
22 C -1.813380 2.901268 -3.391363
23 H -4.445113 -3.486205 0.559845
24 N 1.784771 0.714587 0.747214
25 H -5.825619 -3.109179 -0.470028
26 H -2.179700 6.253278 -3.184293
27 H -0.419833 -1.149250 -3.525320
28 H -1.849218 -0.154060 -3.595510
29 C 6.678468 -1.225566 -0.981311
30 H 2.442296 0.793155 -2.622409
31 H 4.561125 -1.391014 -0.849306
32 C 7.646506 0.734843 0.059056
33 H -2.850752 4.330666 -4.585564
34 Si -0.081501 0.976046 -2.159580
35 H -5.713031 -0.557960 -2.341356
36 H 2.997748 -1.031666 0.919916
37 C -1.734974 3.100850 2.467434
38 C 2.348834 -3.131089 -5.233751
39 H -0.430246 0.268856 -4.562947
40 C 0.520492 -2.810315 3.992712
41 C 5.269343 0.384110 0.126382
42 C -0.162025 -0.781478 2.805475
43 C 2.499362 -4.231715 -7.322525
44 H -0.710126 -4.776829 -3.172364
45 C 1.672106 1.535715 -2.800143
46 H -2.191441 4.067886 2.325613
47 N 10.118396 -1.279496 -1.389416
48 C 0.121230 -1.449277 1.594289
49 H -3.947381 -0.503256 1.734896
50 F -0.304422 -0.987940 5.181152
51 H 6.269051 2.070374 0.995331
52 C -1.869991 5.252836 -2.919673
53 Se -1.780614 -1.758943 -0.757605
54 C 2.928767 -3.208479 -6.488287
55 Rh -0.067067 -0.273916 -0.086601
56 C -0.650572 3.759173 -1.497667
57 H 3.204412 -1.501788 -4.145824
58 H -0.157193 1.194838 4.753152
59 C -0.621527 1.478689 3.824381
60 H 1.606143 1.705416 -3.871728
61 C 2.153290 2.016501 0.576966
62 C 1.781705 -2.644190 -3.134593
63 C -0.765979 -0.123858 -3.608962
64 H 2.936054 -4.329518 -8.305874
65 H -4.057394 0.846272 0.618138
66 C 3.502842 2.095593 0.414975
67 H 0.663039 -5.293492 -2.167393
68 H -0.011793 3.612143 -0.640679
69 C 0.960160 -5.079699 -5.644536
70 C 0.027678 -1.523342 3.981513
71 C -4.429777 -0.152020 0.827635
72 H -4.301610 0.488608 -2.351617
73 C -1.682275 2.192213 1.431837
74 Si -4.048085 -1.319018 -0.628647
75 H -1.110554 3.442728 4.505408
76 H 0.651156 -3.345386 4.919393
77 H 4.128742 2.939929 0.218725
78 H -2.095509 2.076699 -4.025212
79 C 0.577477 -2.749194 1.576754
80 C -1.089376 5.036077 -1.796540
81 C 9.084526 -0.896571 -1.058996
82 H -2.097690 2.444471 0.462753
83 H 3.695726 -2.514492 -6.788891
84 C 5.433184 -0.813000 -0.583179
85 H -4.236194 -1.089892 -3.129340
86 F 1.312994 -4.654189 2.757961
87 N 1.059221 -3.732570 -3.501928
88 N 2.551787 -2.268497 -4.191025
89 N 3.982114 0.810799 0.461810
90 H 6.798589 -2.138349 -1.545726
91 Se 1.946418 -1.849010 -1.491471
92 C -4.742045 -3.086172 -0.406386
93 C -0.650827 0.582875 2.749114
94 H 8.515342 1.321253 0.312457

Forces on atoms 1 to 6 (eV/Å):
0.035 0.069 0.033
-0.213 0.276 -0.258
-0.287 -0.008 0.008
-0.031 -0.041 0.004
-0.291 0.198 -0.662
0.017 -0.116 -0.121

[2]
Entry from the Open Molecules 2025 dataset: a structure of composition C40H41N6O9PZr (the ωB97M-V functional and the def2-TZVPD basis).

- 2S+1 = 1
- LUMO energy (eV) = -1.27
- HOMO (hartree) = -0.2603
- net charge = 0
- strongest force on any atom (hartree/bohr) = 0.0129
- E (eV) = -80085.77221
- frontier orbital gap (Ha) = 0.2138
- energy above the lowest of the compared OMol25 structures with the same formula, charge and spin (kcal/mol) = 111.5

Element x y z (Å)
1 C -0.349699 4.830520 1.215037
2 N 0.209675 2.531503 1.441143
3 H -2.873752 -0.711269 -3.945191
4 H 4.296534 -0.536031 1.583488
5 H 3.872577 0.116089 3.177179
6 H -2.522584 -2.932401 -4.887626
7 C -0.375876 0.798741 -2.912906
8 C 1.658746 -1.727169 2.966173
9 H 0.345087 1.454147 -5.107951
10 O 0.059411 1.118398 4.603939
11 C -1.798656 2.014155 -1.355101
12 C -0.144611 2.615764 2.734990
13 H -3.149793 -5.057776 1.575212
14 C -0.567490 -3.276066 -3.952274
15 C -1.330848 6.220931 3.126059
16 H -2.758144 0.523523 0.995064
17 H -4.816198 -1.432977 3.073483
18 N 0.798714 0.843497 -2.167883
19 C -3.222897 3.841542 -2.032911
20 H -0.431224 -4.622325 1.377814
21 H 3.277507 1.591495 -2.487925
22 O 3.877049 0.659023 -0.721720
23 H -0.331811 -3.336878 0.172886
24 H 5.375167 0.639855 2.372515
25 C -0.899234 -0.664945 -2.879168
26 C 0.452860 -1.227003 -3.287340
27 O -1.279891 -1.348167 0.549084
28 H -4.853021 -3.331939 1.514717
29 P 2.821522 1.385051 0.266954
30 H 4.688041 3.417473 0.637546
31 C -1.882914 2.717226 -3.669204
32 C -0.154786 1.282014 3.429831
33 C 2.000028 -2.495631 0.744197
34 H 2.864880 -4.474935 0.536316
35 C 4.177128 1.188351 -2.022002
36 H 4.112994 4.393776 -0.742911
37 H 0.412364 3.547241 -0.341014
38 H -0.614155 -4.348833 -4.108535
39 H -3.200824 4.350660 -4.122482
40 C 1.848767 -2.211999 -0.691125
41 H -3.931051 4.616691 -1.767449
42 H -1.416804 -4.714198 -0.099544
43 C 0.122618 3.642741 0.696783
44 H -1.567944 2.609978 -4.702252
45 H -0.893823 3.785044 4.376036
46 C 3.822518 3.883668 0.172724
47 H -0.471145 5.708943 0.594429
48 C -3.913657 -2.021166 2.919460
49 H -3.034232 3.126907 -0.010305
50 H 1.285763 -1.002693 3.681649
51 C 2.321195 -3.161859 -1.715867
52 C -4.249810 -3.409334 2.421833
53 H -3.030358 0.620196 2.742686
54 C 4.338943 0.344164 2.223842
55 H 3.109581 -4.800678 2.961583
56 C -1.000382 -4.037182 0.651161
57 C 0.513540 -2.710762 -3.386806
58 H 3.158241 -3.788777 -1.439402
59 C -1.940644 -1.239750 -3.779144
60 H -1.155752 -0.883320 -1.838712
61 C -2.729642 3.007961 -1.043052
62 O -0.428498 0.315456 2.570410
63 N 0.148096 0.688111 -4.472855
64 C 1.536767 -1.471275 1.595231
65 C -1.360964 1.887996 -2.687926
66 C -3.321604 0.113564 1.822468
67 N 1.257010 -1.104306 -0.968237
68 O 2.827026 2.908377 -0.175282
69 C 0.678725 -0.462133 -4.571703
70 C -2.129363 -1.961339 1.253282
71 H 2.021316 -4.284646 -3.444716
72 H 3.372752 4.591283 0.865721
73 H 4.939208 1.964388 -1.945279
74 C -2.810949 3.698987 -3.351551
75 C 2.549982 -3.690919 1.214777
76 Zr 0.219135 0.293926 0.613948
77 O -1.388763 6.245558 4.366740
78 C 2.234058 -2.896291 3.450684
79 C -1.749257 -2.469825 -4.285818
80 C 1.353443 -0.480943 -2.276821
81 O -1.657770 7.049788 2.256906
82 H 1.308670 -0.767807 -5.400930
83 C -0.737984 4.907374 2.547819
84 C 1.678382 -3.431790 -2.865118
85 H -4.384525 0.284268 1.643028
86 C -2.958346 -4.134509 2.125327
87 H -2.447164 -4.410458 3.054087
88 H 2.411422 -0.511276 -2.575268
89 H 4.570965 0.365712 -2.615322
90 C -0.614587 3.761968 3.331611
91 H 2.329478 -3.045370 4.520589
92 O -1.319778 1.208685 -0.420574
93 C 2.677485 -3.884590 2.578177
94 N -3.098855 -1.322887 1.933034
95 H -4.826872 -3.958677 3.164987
96 N -2.068579 -3.313247 1.316222
97 H -3.384068 -2.063512 3.877237
98 O 3.646186 1.459107 1.637118

Forces on atoms 1 to 6 (eV/Å):
-0.031 0.050 -0.031
0.031 -0.108 -0.044
0.038 -0.002 0.012
-0.001 0.003 0.002
-0.012 -0.003 0.042
0.019 0.012 0.021